Density functional theory data (ωB97M-V/def2-TZVPD) for a structure of composition C13H12LiNSbSe4 in a non-equilibrium geometry.

Last column: Löwdin charge in e.
CARTESIAN COORDINATES (ANGSTROEM)
Li (0.52, 0.83, -0.24)  0.36
C (-4.58, -1.22, -1.83)  -0.09
C (-3.84, -0.04, -1.98)  -0.07
C (-2.59, 0.06, -1.44)  -0.03
C (-2.01, -1.00, -0.72)  -0.18
C (-0.73, -0.94, -0.14)  0.03
C (-0.24, -1.98, 0.60)  -0.11
C (-1.00, -3.15, 0.78)  -0.09
C (-2.24, -3.25, 0.21)  -0.05
C (-2.78, -2.19, -0.55)  -0.17
C (-4.05, -2.27, -1.14)  -0.05
H (-5.56, -1.29, -2.28)  0.10
H (-4.26, 0.79, -2.53)  0.10
H (-2.01, 0.97, -1.58)  0.03
H (0.74, -1.92, 1.06)  0.10
H (-0.60, -3.96, 1.37)  0.10
H (-2.83, -4.15, 0.33)  0.11
H (-4.60, -3.20, -1.03)  0.11
Se (-0.95, 6.14, 1.32)  0.03
Sb (0.03, 3.87, 1.08)  -0.41
Se (-0.02, 3.08, -1.31)  -0.27
Se (-1.26, 2.16, 2.38)  -0.26
Se (2.43, 3.69, 1.70)  -0.26
C (5.18, 1.02, 1.55)  -0.10
C (4.89, 1.15, 0.06)  -0.23
C (3.55, 0.73, -0.20)  -0.24
N (2.48, 0.35, -0.39)  0.13
H (6.19, 1.37, 1.77)  0.07
H (5.08, -0.01, 1.88)  0.08
H (4.47, 1.64, 2.10)  0.02
H (5.57, 0.53, -0.53)  0.12
H (4.98, 2.19, -0.26)  0.12

Relative energy (zero: lowest compared OMol25 entry of this formula, charge and spin), kcal/mol: 15.0
Lowest unoccupied orbital energy (alpha / beta), eV: 0.5 / 0.7
DFT total energy, a.u.: -10410.91699
Net charge: -1